A molecular structure, C68H58N3O12Zr at a distorted geometry. Source: the OMol25 dataset; level of theory: wB97M-V/def2-TZVPD.

Last column: Löwdin charge in e.
CARTESIAN COORDINATES (ANGSTROEM)
1 Zr 2.2472 3.7150 4.1864  1.91
2 C 0.1703 1.3971 1.4479  0.05
3 C 0.9477 1.9563 2.5580  -0.61
4 O 2.2102 1.9543 2.6641  -0.14
5 O 0.3781 2.7130 3.4378  -0.18
6 H -0.2818 2.1829 0.8469  0.09
7 H -0.6008 0.7253 1.8260  0.09
8 H 0.8146 0.8359 0.7691  0.08
9 C 0.4554 4.6034 -5.3464  -0.02
10 C -0.3022 4.5456 -4.1705  -0.03
11 C -0.3448 3.3859 -3.4270  0.00
12 C 0.4126 2.2794 -3.7803  -0.09
13 C 1.2215 2.3579 -4.9120  -0.08
14 C 1.2155 3.5073 -5.6974  0.01
15 C 2.0621 1.1947 -5.3264  -0.29
16 O 2.9220 1.3015 -6.1651  0.14
17 C 1.7357 -0.1138 -4.7076  -0.06
18 C 2.2584 -1.2722 -5.2705  0.01
19 C 1.9123 -2.5103 -4.7597  -0.03
20 C 0.9933 -2.5821 -3.7091  -0.02
21 C 0.4385 -1.4162 -3.1681  0.01
22 C 0.8779 -0.1760 -3.5920  -0.08
23 C 0.4460 1.0819 -2.9174  -0.28
24 O -0.0374 1.0266 -1.8050  0.09
25 H 0.3690 5.4840 -5.9672  0.12
26 H -0.8686 5.4187 -3.8700  0.12
27 H -0.8511 3.3785 -2.4714  0.09
28 H 1.7767 3.4959 -6.6244  0.13
29 H 2.9544 -1.1424 -6.0907  0.13
30 H 2.2658 -3.4428 -5.1788  0.12
31 H 0.6818 -3.5281 -3.2862  0.11
32 H -0.1959 -1.4693 -2.2903  0.12
33 C 2.6940 3.5848 -1.7618  -0.05
34 C 3.3673 3.9937 -2.9092  -0.04
35 C 4.2905 3.1612 -3.5166  0.02
36 C 4.4190 1.8309 -3.1208  -0.07
37 C 3.7433 1.4223 -1.9707  -0.09
38 C 2.9040 2.2907 -1.2927  -0.03
39 C 3.7857 -0.0020 -1.5211  -0.27
40 O 3.2761 -0.3571 -0.4754  0.07
41 C 4.4380 -0.9626 -2.4515  -0.08
42 C 4.5501 -2.3026 -2.0706  0.01
43 C 5.0109 -3.2650 -2.9575  -0.03
44 C 5.5432 -2.8617 -4.1723  -0.03
45 C 5.5555 -1.5205 -4.5197  0.02
46 C 5.0148 -0.5685 -3.6595  -0.08
47 C 5.1545 0.8825 -3.9952  -0.29
48 O 5.7046 1.2385 -5.0027  0.16
49 H 2.0263 4.2251 -1.2013  0.11
50 H 3.1404 4.8981 -3.4633  0.12
51 H 4.8791 3.4823 -4.3670  0.14
52 H 2.4894 2.0679 -0.3181  0.09
53 H 4.2231 -2.5855 -1.0796  0.09
54 H 4.9645 -4.3033 -2.6588  0.12
55 H 6.0046 -3.5619 -4.8569  0.12
56 H 6.0080 -1.2057 -5.4502  0.14
57 C -2.2128 0.8469 5.1057  -0.06
58 C -2.8277 0.4931 6.3037  -0.05
59 C -3.6678 -0.6035 6.3787  0.02
60 C -3.8006 -1.4159 5.2604  -0.07
61 C -3.1583 -1.1187 4.0631  -0.09
62 C -2.3662 0.0096 4.0036  -0.03
63 C -3.3228 -1.9723 2.8551  -0.28
64 O -2.6140 -1.7775 1.8815  0.07
65 C -4.4528 -2.9265 2.8567  -0.09
66 C -4.8052 -3.5480 1.6672  0.00
67 C -5.9911 -4.2601 1.5809  -0.04
68 C -6.7038 -4.5336 2.7368  -0.03
69 C -6.2827 -4.0139 3.9596  0.02
70 C -5.1886 -3.1753 4.0234  -0.08
71 C -4.8480 -2.4857 5.2994  -0.27
72 O -5.4098 -2.7668 6.3328  0.14
73 H -1.4447 1.6035 5.0454  0.08
74 H -2.5827 1.0579 7.1970  0.11
75 H -4.1711 -0.8430 7.3032  0.13
76 H -2.0409 0.4247 3.0553  0.08
77 H -4.1965 -3.3568 0.7930  0.12
78 H -6.2835 -4.6982 0.6363  0.12
79 H -7.5243 -5.2380 2.6961  0.12
80 H -6.9305 -4.0815 4.8255  0.13
81 C -9.4441 4.2997 -3.7957  0.00
82 C -8.6118 5.1568 -4.5158  -0.02
83 C -7.2458 5.1289 -4.2647  0.05
84 C -6.6991 4.3560 -3.2208  -0.05
85 C -7.5233 3.4542 -2.5569  -0.08
86 C -8.8813 3.4463 -2.8349  0.05
87 C -6.9588 2.5500 -1.5256  -0.27
88 O -7.6295 1.7143 -0.9710  0.14
89 C -5.5102 2.7134 -1.1802  -0.07
90 C -4.9746 1.8800 -0.2111  0.02
91 C -3.6357 2.0343 0.1434  -0.04
92 C -2.8138 2.8932 -0.5666  -0.06
93 C -3.3694 3.7991 -1.4697  0.00
94 C -4.6998 3.6373 -1.8320  -0.08
95 C -5.2687 4.5442 -2.8702  -0.27
96 O -4.5856 5.3575 -3.4502  0.13
97 H -10.5051 4.2860 -4.0010  0.12
98 H -9.0067 5.8374 -5.2569  0.12
99 H -6.5969 5.5841 -5.0048  0.13
100 H -9.5882 2.7928 -2.3379  0.13
101 H -5.4954 1.0748 0.2853  0.13
102 H -3.2026 1.4255 0.9291  0.09
103 H -1.7456 2.9918 -0.4095  0.07
104 H -2.8211 4.5949 -1.9558  0.11
105 C 5.2698 2.5138 3.3988  -0.54
106 O 4.2187 3.0918 3.8391  -0.26
107 N 6.4755 3.0615 3.5401  0.24
108 N 5.1260 1.4303 2.6304  0.25
109 H 6.7220 3.6892 4.2918  0.15
110 H 7.2846 2.5421 3.2245  0.14
111 H 5.9593 1.0440 2.2166  0.14
112 H 4.2031 1.0412 2.5077  0.09
113 C 2.3037 -5.5574 1.0936  0.00
114 C 1.9190 -4.5089 2.1467  -0.46
115 C 1.8590 -5.2277 3.4924  -0.13
116 C 1.7917 -4.3029 4.6977  -0.15
117 C 3.0145 -3.3670 4.7039  -0.11
118 C 3.1907 -2.6504 3.3636  -0.47
119 N 2.9971 -3.5268 2.2401  0.01
120 O 3.3649 -3.0085 1.0260  0.04
121 C 2.2856 -1.3940 3.2877  0.00
122 C 4.6474 -2.1272 3.3480  -0.01
123 C 0.5834 -3.7985 1.7828  0.03
124 H 1.8349 -5.2907 0.1413  0.09
125 H 1.9500 -6.5646 1.3051  0.10
126 H 3.3757 -5.6167 0.9145  0.10
127 H 0.9429 -5.8227 3.5397  0.14
128 H 2.6942 -5.9252 3.5569  0.14
129 H 1.8053 -4.8771 5.6206  0.13
130 H 0.9058 -3.6678 4.6337  0.11
131 H 3.8995 -3.9255 4.9979  0.13
132 H 2.8093 -2.5659 5.4147  0.13
133 H 2.5003 -0.8592 2.3487  0.07
134 H 1.2136 -1.5719 3.1851  0.08
135 H 2.4856 -0.7166 4.1158  0.09
136 H 5.2979 -2.9679 3.5913  0.10
137 H 4.9708 -1.7653 2.3700  0.08
138 H 4.8116 -1.3426 4.0840  0.09
139 H -0.0838 -4.3854 1.1608  0.11
140 H 0.7605 -2.8343 1.2985  0.08
141 H 0.0972 -3.5308 2.7222  0.08
142 H 2.6807 -2.3568 0.7706  0.10

The calculation puts the energy at -3739.2206 Eh. As for the charge: +3.